1.
{"formula": "C14H29NO3", "method": "wB97M-V/def2-TZVPD", "elements": ["C", "H", "H", "H", "O", "C", "O", "C", "H", "C", "C", "C", "C", "C", "C", "C", "C", "O", "H", "C", "N", "C", "H", "H", "H", "C", "H", "H", "H", "H", "H", "H", "H", "H", "H", "H", "H", "H", "H", "H", "H", "H", "H", "H", "H", "H", "H"], "positions_angstrom": [[-7.3846, 0.7337, 0.2267], [-7.9717, 0.9645, 1.1118], [-7.7453, 1.3018, -0.6332], [-7.4469, -0.3313, -0.0072], [-6.0458, 1.0953, 0.5300], [-5.1526, 0.9404, -0.4568], [-5.4421, 0.5371, -1.5525], [-3.7674, 1.3339, -0.0052], [-3.8186, 2.3315, 0.4337], [-3.2297, 0.3535, 1.0447], [-3.2299, -1.1025, 0.5754], [-2.4490, -1.3641, -0.7145], [-0.9841, -0.9265, -0.6790], [-0.1639, -1.6643, 0.3775], [1.3320, -1.3588, 0.2893], [1.6581, 0.0900, 0.6414], [3.1561, 0.3526, 0.8100], [3.3175, 1.6604, 1.3109], [4.1986, 1.9505, 1.0296], [3.9261, 0.2141, -0.5130], [5.2589, 0.7861, -0.3730], [6.1716, -0.1116, 0.3076], [6.3489, -1.0386, -0.2595], [7.1250, 0.3948, 0.4529], [5.7692, -0.3735, 1.2835], [5.8078, 1.2158, -1.6434], [5.9505, 0.3837, -2.3493], [6.7732, 1.6894, -1.4685], [5.1407, 1.9480, -2.0959], [3.3925, 0.7878, -1.2747], [3.9587, -0.8399, -0.8283], [3.5577, -0.3678, 1.5446], [1.1797, 0.3540, 1.5865], [1.2772, 0.7673, -0.1237], [1.8651, -2.0164, 0.9809], [1.6833, -1.5832, -0.7198], [-0.3104, -2.7396, 0.2473], [-0.5181, -1.3988, 1.3747], [-0.9254, 0.1475, -0.5049], [-0.5467, -1.1233, -1.6612], [-2.9518, -0.8591, -1.5410], [-2.4902, -2.4368, -0.9205], [-4.2624, -1.4209, 0.4112], [-2.8250, -1.7218, 1.3784], [-2.2176, 0.6568, 1.3160], [-3.8509, 0.4285, 1.9397], [-3.1183, 1.3597, -0.8793]], "smiles": "COC(=O)CCCCCCCC[C@H](O)CN(C)C", "de_lowest_kj_mol": 5.6, "e_homo_ha": -0.3305, "e_lumo_ev": 0.934, "energy_ev": -22621.423, "orbital_gap_ev": 9.928, "fmax_ev_per_a": 0.47}

---

2.
{"formula": "C14H29O19", "method": "wB97M-V/def2-TZVPD", "elements": ["C", "C", "O", "O", "H", "H", "H", "C", "C", "C", "O", "C", "C", "C", "O", "O", "O", "H", "H", "H", "H", "C", "C", "C", "O", "C", "C", "C", "O", "O", "O", "H", "H", "H", "H", "O", "H", "H", "O", "H", "H", "O", "H", "H", "O", "H", "H", "O", "H", "H", "O", "H", "H", "O", "H", "H", "O", "H", "H", "O", "H", "H"], "positions_angstrom": [[1.9693, 0.3099, -0.0056], [1.2383, 0.6837, 1.3180], [0.3165, -0.0376, 1.6815], [1.5206, 1.7597, 1.8488], [1.5802, -0.5408, -0.5651], [2.8847, -0.1644, 0.3483], [2.0859, 1.1429, -0.6989], [-2.4881, 1.6544, -0.4240], [-3.7993, 1.4732, -0.1204], [-4.9361, 1.8831, -1.0365], [-6.1237, 1.9206, -0.7677], [-4.4302, 2.3367, -2.3206], [-3.1007, 2.5241, -2.6007], [-2.0313, 2.3284, -1.6570], [-0.8125, 2.5418, -1.9003], [-2.6888, 3.1167, -3.7314], [-4.2847, 0.7954, 0.9513], [-1.7158, 1.3790, 0.2789], [-5.1410, 2.6504, -3.0708], [-1.8826, 3.6178, -3.5881], [-3.5981, 0.6292, 1.6013], [0.1584, -5.5356, -3.0768], [0.5885, -4.9057, -1.9622], [0.1804, -3.5725, -1.5648], [0.6521, -2.9908, -0.6118], [-0.7708, -2.9834, -2.4891], [-1.3353, -3.6291, -3.5438], [-0.8245, -4.9820, -4.0084], [-1.0293, -5.4448, -5.1247], [-2.3912, -3.0801, -4.1795], [1.4956, -5.5323, -1.1111], [0.4624, -6.5412, -3.3273], [-1.1827, -2.0044, -2.2934], [-2.5061, -3.5900, -4.9847], [1.8638, -4.8767, -0.5144], [1.9907, 4.4720, 0.8543], [2.8431, 4.6875, 1.2327], [1.6312, 3.8037, 1.4377], [4.3103, 2.2474, 2.0872], [4.2556, 3.1991, 2.1738], [3.3995, 1.9532, 2.0923], [1.4849, 3.9486, -1.5309], [1.5865, 3.9213, -0.5795], [0.6067, 3.6019, -1.6885], [-2.3039, 0.2528, 2.7795], [-1.4694, 0.5843, 2.4478], [-2.1522, -0.6819, 2.9195], [1.5168, 0.2722, 4.6042], [2.4159, 0.5674, 4.4602], [1.1159, 0.2911, 3.7352], [1.7908, -2.4868, 2.2619], [1.2878, -1.6801, 2.1500], [2.0717, -2.4694, 3.1768], [-0.5089, 3.2597, 3.2916], [0.0859, 3.2386, 4.0413], [-0.0018, 2.8834, 2.5723], [5.5573, -0.8252, 1.3024], [4.9718, -0.0679, 1.3057], [6.3241, -0.5378, 1.7981], [-1.3013, -2.2764, 1.4317], [-0.7506, -1.5012, 1.3222], [-0.6821, -2.9930, 1.5710]], "de_lowest_kj_mol": 0.0, "total_charge": -1, "e_homo_ha": -0.2642, "e_lumo_ev": 0.115, "energy_ev": -53892.952, "orbital_gap_ev": 7.303, "fmax_ev_per_a": 3.95}

---

3.
{"formula": "C14H30AsBIN3O3S5Tc", "method": "wB97M-V/def2-TZVPD", "elements": ["Tc", "C", "C", "N", "C", "C", "S", "C", "C", "N", "H", "H", "H", "H", "H", "H", "H", "H", "H", "H", "H", "H", "H", "H", "S", "As", "S", "S", "S", "C", "C", "C", "O", "B", "O", "C", "C", "C", "H", "H", "H", "H", "H", "H", "H", "H", "H", "H", "H", "H", "N", "C", "O", "C", "I", "H", "H", "H", "H"], "positions_angstrom": [[0.1107, -1.8329, 0.1512], [1.1554, -0.2359, 2.4972], [-0.0806, -0.9147, 3.0436], [-0.3383, -2.1622, 2.2815], [-1.7142, -2.6968, 2.4628], [-2.7625, -1.8560, 1.7411], [-2.1011, -1.0532, 0.2234], [-2.2156, 0.6948, 0.7688], [-1.0665, 1.6077, 0.4260], [1.0692, -0.0697, 1.0006], [1.3096, 0.7258, 2.9890], [2.0379, -0.8447, 2.6981], [0.0523, -1.1287, 4.1074], [-0.9548, -0.2734, 2.9515], [0.3035, -2.8688, 2.6410], [-1.7145, -3.7070, 2.0606], [-1.9663, -2.7584, 3.5246], [-3.5938, -2.4837, 1.4264], [-3.1791, -1.0708, 2.3677], [-3.1429, 1.0976, 0.3539], [-2.3359, 0.7069, 1.8498], [-1.4650, 1.4307, -1.5776], [-1.1951, 2.4938, 1.0511], [2.0342, -0.0545, 0.6586], [3.9610, 0.4540, -1.9152], [4.4735, -0.3351, -3.6937], [2.4141, -2.5060, -1.9988], [0.6843, -1.4341, -1.9946], [3.2672, -2.2918, -3.8205], [0.0456, 2.4127, -2.9538], [-0.2683, 3.1465, -1.6705], [-1.0631, 4.4090, -1.8900], [-1.3088, 2.1623, -0.9520], [0.4722, 1.1760, 0.4343], [1.3146, 2.0075, -0.1802], [0.9406, 3.3198, -0.7205], [2.1448, 3.8062, -1.5140], [0.7024, 4.2790, 0.4432], [-0.8717, 2.1944, -3.5045], [0.6106, 1.4955, -2.7815], [0.6418, 3.0594, -3.5943], [-1.8669, 4.2363, -2.6029], [-0.4052, 5.1704, -2.3074], [-1.4881, 4.7950, -0.9672], [2.5052, 3.0543, -2.2061], [2.9477, 4.0433, -0.8183], [1.9024, 4.7128, -2.0653], [-0.2524, 4.1601, 0.9505], [0.7520, 5.3068, 0.0899], [1.5032, 4.1463, 1.1684], [-0.9103, -5.6965, -1.2626], [-0.4925, -4.9983, -0.2276], [-0.6260, -3.7483, -0.2150], [0.1378, -5.7166, 0.9193], [2.2562, -5.6874, 0.6572], [-1.3092, -5.2320, -2.0671], [-0.8258, -6.7027, -1.2888], [-0.1792, -6.7526, 1.0012], [-0.0559, -5.1924, 1.8501]], "de_lowest_kj_mol": 189.3, "total_charge": 3, "e_homo_ha": [-0.5967, -0.5967], "e_lumo_ev": [-10.136, -10.137], "energy_ev": -151585.792, "orbital_gap_ev": [6.100, 6.099], "fmax_ev_per_a": 1.37}

---

4.
{"formula": "C14H30AsBr6F6O18S5", "method": "wB97M-V/def2-TZVPD", "elements": ["As", "F", "F", "F", "F", "F", "F", "O", "S", "O", "O", "C", "C", "C", "H", "H", "H", "H", "H", "H", "H", "H", "O", "S", "O", "O", "C", "C", "C", "H", "H", "H", "H", "H", "H", "H", "H", "C", "Br", "Br", "Br", "H", "C", "Br", "Br", "Br", "H", "C", "C", "O", "S", "O", "O", "O", "H", "H", "H", "H", "C", "C", "O", "S", "O", "O", "O", "H", "H", "H", "H", "C", "C", "O", "S", "O", "O", "O", "H", "H", "H", "H"], "positions_angstrom": [[0.5584, -0.3373, -0.8627], [0.2667, -0.7894, -2.6217], [-1.2304, -0.5734, -0.5958], [0.7873, -0.0107, 0.8982], [2.3268, -0.1664, -1.1071], [0.2807, 1.3984, -1.0278], [0.8332, -2.1310, -0.5108], [0.7706, -4.5276, 1.5256], [1.8341, -4.3076, 2.5083], [1.7720, -4.9950, 3.7930], [3.2512, -4.7349, 1.7633], [3.5874, -4.0568, 0.5456], [4.5475, -2.8215, 0.7584], [2.1456, -2.5254, 2.8486], [2.6858, -3.6655, 0.0744], [3.9406, -4.8510, -0.1121], [5.5567, -3.1500, 1.0069], [4.1818, -2.0744, 1.4629], [4.6021, -2.2667, -0.1782], [1.3999, -2.2743, 3.6029], [1.7648, -1.9461, 2.0074], [3.1788, -2.3936, 3.1696], [-2.8661, 3.6854, -1.5160], [-3.3618, 2.3019, -1.3875], [-3.3317, 1.5479, -0.1070], [-4.9143, 2.1603, -1.9252], [-5.6358, 0.9453, -1.7113], [-6.9995, 1.1564, -2.1988], [-2.5182, 1.3804, -2.7737], [-5.6732, 0.7273, -0.6439], [-5.1650, 0.1110, -2.2314], [-7.5019, 0.1924, -2.1185], [-7.0767, 1.3223, -3.2733], [-7.4728, 1.9696, -1.6487], [-2.7912, 1.9159, -3.6830], [-3.1086, 0.4669, -2.7030], [-1.4453, 1.3402, -2.5855], [3.5102, -2.9224, -3.3097], [4.8949, -1.6157, -2.6345], [4.4315, -4.5828, -3.9039], [2.4512, -2.1905, -4.8067], [2.8057, -3.1621, -2.5133], [3.8040, 1.6456, 1.3959], [2.8903, 3.3923, 1.2500], [3.5880, 0.9430, 3.2121], [5.7396, 2.0975, 1.0192], [3.3490, 1.0084, 0.6376], [-2.6155, -1.7669, 1.9596], [-3.7771, -2.8244, 1.9238], [-3.7390, -3.4324, 3.1846], [-3.4532, -2.3302, 4.3866], [-2.4330, -2.8569, 5.3387], [-4.7328, -1.8141, 4.8895], [-2.7110, -1.2476, 3.3332], [-2.5353, -0.9192, 1.2790], [-1.7145, -2.3660, 1.8280], [-3.6622, -3.4929, 1.0705], [-4.7253, -2.3177, 1.7445], [-0.6864, 3.2443, 1.8146], [-1.9077, 2.4809, 2.4395], [-2.0814, 2.8370, 3.7679], [-0.6176, 3.3345, 4.3469], [0.3672, 2.2969, 4.6532], [-0.7890, 4.3729, 5.3721], [-0.1452, 3.9991, 2.9213], [-0.9614, 3.8614, 0.9592], [0.0754, 2.5023, 1.5757], [-1.7783, 1.4002, 2.3807], [-2.8184, 2.8081, 1.9379], [3.3618, 2.1199, -2.9512], [2.4704, 3.3807, -2.9548], [2.2003, 3.8002, -4.2882], [2.6714, 2.6342, -5.3638], [3.2101, 3.2020, -6.6661], [1.6126, 1.6194, -5.4408], [3.8538, 2.1073, -4.3240], [2.6890, 1.2780, -2.7880], [4.1954, 2.0546, -2.2519], [2.9858, 4.2043, -2.4607], [1.5469, 3.1938, -2.4068]], "de_lowest_kj_mol": 182.9, "total_charge": -1, "e_homo_ha": -0.3131, "e_lumo_ev": 1.328, "energy_ev": -603434.148, "orbital_gap_ev": 9.847, "fmax_ev_per_a": 5.52}